[1]
Formula: C37H68N14PPtS2
Source: OMol25
Level of theory: ωB97M-V/def2-TZVPD

As for the frontier orbital gap (alpha / beta): 4.86 / 4.88 eV. The relative energy (zero: lowest compared OMol25 entry of this formula, charge and spin) is 0.0 kJ/mol. For the HOMO energy (alpha / beta), the calculation gives -14.350 / -14.370 eV.

```
! RIJCOSX wB97M-V def2-TZVPD def2/J DEFGRID3
* xyz 3 1
Pt -0.1735 -0.1712 -0.3923
C 3.3667 1.8729 3.1770
N 2.9803 0.4697 3.1049
C 3.6543 -0.4440 4.0207
C 3.5317 -1.7952 3.3329
N 2.5324 -1.5487 2.2804
C 2.2762 -2.6538 1.4510
C 2.2016 -0.1760 2.1893
N 1.2904 0.3195 1.4234
C 0.8731 1.7105 1.6162
C -0.6412 1.9237 1.6928
N -1.3103 1.7584 0.4176
C -2.2860 2.5702 0.0648
N -3.0173 2.4601 -1.0844
C -3.0728 1.3525 -1.9929
C -4.0197 3.5021 -1.2210
C -3.6902 4.4413 -0.0727
N -2.7123 3.6925 0.7153
C -2.1937 4.3797 1.8850
H 4.4090 1.9178 3.4917
H 2.7802 2.4279 3.9114
H 3.2947 2.3567 2.2070
H 3.1731 -0.4331 5.0016
H 4.6949 -0.1523 4.1514
H 3.1808 -2.5765 4.0076
H 4.4864 -2.1205 2.9086
H 2.4924 -3.5374 2.0662
H 4.0572 -2.2705 0.3057
H 0.1847 -2.2767 1.5117
H 1.2454 2.3144 0.7866
H 1.2560 2.1144 2.5495
H -0.7475 2.9327 2.0845
H -1.0657 1.2335 2.4337
H -2.1331 0.8236 -1.9493
H -3.2327 1.7180 -3.0077
H -3.8780 0.6536 -1.7461
H -5.0278 3.0842 -1.1455
H -3.9367 3.9852 -2.1959
H -4.5603 4.6780 0.5391
H -3.2514 5.3803 -0.4209
H -2.8435 5.2302 2.0750
H -1.1841 4.7694 1.7299
H -2.2192 3.7521 2.7748
N -2.6103 -0.2025 4.8711
C -3.4244 -1.0193 4.1857
N -4.5426 -1.4421 4.7593
N -3.1806 -1.4171 2.9492
C -2.2346 -1.2011 2.1345
N -1.4257 -1.1460 1.2862
H -2.8182 0.0629 5.8196
H -1.7106 0.0464 4.5039
H -4.7854 -1.1875 5.7019
H -5.1807 -2.0251 4.2434
S -1.6263 -2.0078 -1.5432
C -1.9889 -1.5945 -3.1075
N -2.2588 -1.3020 -4.1936
C 5.6326 1.9521 -1.4917
C 5.3770 0.4632 -1.2816
C 3.9800 0.0720 -1.8123
C 3.0130 1.2684 -1.8117
C 3.2741 2.0755 -0.5356
C 4.6528 2.7629 -0.6331
P 1.2541 0.7465 -2.1209
C 1.3380 -0.5541 -3.4534
C 1.8477 -1.9131 -2.9250
C 1.4256 -3.0614 -3.8575
C 1.3998 -2.6054 -5.3236
C 2.4200 -1.4993 -5.5561
C 2.0718 -0.2188 -4.7688
C 0.4563 2.2295 -2.9126
C 1.1783 2.7613 -4.1828
C 1.5439 4.2423 -4.0663
C 0.2954 5.0774 -3.7855
C -0.4847 4.5377 -2.5622
C 0.2451 3.3662 -1.9026
H 5.5120 2.1942 -2.5502
H 6.6588 2.2038 -1.2276
H 5.4555 0.2456 -0.2105
H 6.1411 -0.1262 -1.7906
H 3.5559 -0.7188 -1.1843
H 4.0809 -0.3118 -2.8271
H 3.2275 1.9193 -2.6637
H 3.2495 1.3900 0.3189
H 2.5151 2.8360 -0.3662
H 5.0607 2.8820 0.3728
H 4.5433 3.7636 -1.0535
H 0.2820 -0.6858 -3.7020
H 1.4819 -2.0766 -1.9049
H 2.9374 -1.8922 -2.8859
H 0.4466 -3.4444 -3.5740
H 2.1277 -3.8984 -3.7487
H 0.4053 -2.2385 -5.5777
H 1.5944 -3.4496 -5.9848
H 2.4831 -1.2581 -6.6162
H 3.4105 -1.8610 -5.2574
H 1.4175 0.3970 -5.3841
H 2.9954 0.3373 -4.5941
H -0.5335 1.8586 -3.2001
H 0.5093 2.6426 -5.0370
H 2.0824 2.2009 -4.4120
H 2.0034 4.5688 -4.9994
H 2.2890 4.3923 -3.2797
H -0.3430 5.0549 -4.6701
H 0.5841 6.1166 -3.6301
H -1.4852 4.2154 -2.8650
H -0.6127 5.3274 -1.8197
H -0.3180 3.0050 -1.0439
H 1.2065 3.7325 -1.5413
C 4.5371 -3.5060 -2.5742
C 4.2871 -4.2905 -1.2690
C 3.1178 -3.8171 -0.4889
N 3.1501 -2.7283 0.2487
N 0.9182 -2.7572 0.9646
C 0.5707 -3.9240 0.4291
N -0.6249 -4.4284 0.6084
S 1.7323 -4.8324 -0.4905
H 5.4073 -3.9283 -3.0711
H 4.7296 -2.4522 -2.3742
H 3.6867 -3.5994 -3.2480
H 5.1747 -4.2279 -0.6345
H 4.1266 -5.3410 -1.5223
H -1.3634 -3.8236 0.9617
H -0.9107 -5.2455 0.0809
*
```

=====

[2]
Formula: C3H11NO2PS
Source: OMol25
Level of theory: ωB97M-V/def2-TZVPD

As for the frontier orbital gap: 6.59 eV. For the HOMO energy, the calculation gives -12.040 eV.

```
! RIJCOSX wB97M-V def2-TZVPD def2/J DEFGRID3
* xyz 1 1
C 3.5140 -0.1787 -0.7289
C -0.1893 -0.6996 1.3412
C -3.9914 -0.0011 -0.0293
N -2.9758 -0.0215 -0.8136
O 2.1839 -0.2604 -0.1986
O -0.2446 -0.2882 -0.0145
P 0.9378 0.5320 -0.7784
S 1.3289 2.2371 0.5441
H 4.1825 -0.5232 -0.0704
H 3.7251 0.8319 -0.9851
H 3.5030 -0.8479 -1.6715
H 0.7304 -0.3657 1.8795
H -0.2734 -1.7627 1.3135
H -1.1334 -0.3464 1.8228
H -4.0548 0.2059 1.1043
H -5.0397 0.0945 -0.4272
H -1.9666 -0.0545 -0.5012
H 2.5555 1.9536 0.2405
H -3.1877 0.0592 -1.7921
*
```

=====

[3]
Formula: C2H3ClO2
Source: OMol25
Level of theory: ωB97M-V/def2-TZVPD

As for the frontier orbital gap: 7.63 eV. The relative energy (zero: lowest compared OMol25 entry of this formula, charge and spin) is 76.6 kJ/mol. For the HOMO energy, the calculation gives -0.443 eV.

```
! RIJCOSX wB97M-V def2-TZVPD def2/J DEFGRID3
* xyz -2 1
C 0.4586 -0.0644 -0.2919
C 0.3694 -0.0340 1.2463
O -0.2992 -0.8637 1.9244
O 0.8659 0.9825 1.8362
H 1.2770 -0.6365 -0.7336
H 0.5774 0.9263 -0.7370
H -0.5328 -0.3432 -0.6630
Cl -2.7162 0.0330 -2.5814
*
```

=====

[4]
Formula: C2H6CrF6INO7S2
Source: OMol25
Level of theory: ωB97M-V/def2-TZVPD

As for the frontier orbital gap (alpha / beta): 8.56 / 9.15 eV. As for the expectation value of S²: 6.0121. For the HOMO energy (alpha / beta), the calculation gives -8.918 / -9.380 eV.

```
! RIJCOSX wB97M-V def2-TZVPD def2/J DEFGRID3
* xyz 0 5
Cr -1.6449 0.4452 0.4626
I -3.4964 1.4790 2.1003
C 2.2359 0.0717 -2.1081
F 3.1984 -0.8219 -2.0824
F 2.4860 1.0330 -1.2137
F 2.1658 0.6802 -3.2456
S 0.5196 -0.4667 -1.6199
O -0.1923 0.6935 -2.1321
O 0.3049 -1.7892 -2.1343
N 0.3327 -0.4440 -0.0636
S 1.1407 -1.4789 0.9710
O 0.1562 -2.2739 1.7271
O 2.2227 -2.0603 0.2449
C 1.8139 -0.2600 2.1730
F 0.8856 0.6570 2.4044
F 2.0760 -0.8368 3.3432
F 2.8649 0.1785 1.5469
O -0.5744 2.4036 -0.1217
H 0.0709 2.8913 -0.8130
H -0.8439 2.9533 0.6285
O -2.2740 -1.3733 1.1862
H -2.9137 -1.1924 1.9562
H -1.5763 -1.9714 1.4448
O -2.8505 0.1859 -1.3407
H -3.6734 0.7156 -1.2233
H -2.4347 0.5810 -2.0907
*
```

=====

[5]
Formula: CHNOS
Source: OMol25
Level of theory: ωB97M-V/def2-TZVPD

As for the frontier orbital gap (alpha / beta): 7.97 / 7.55 eV. The relative energy (zero: lowest compared OMol25 entry of this formula, charge and spin) is 163.7 kJ/mol. For the HOMO energy (alpha / beta), the calculation gives -9.477 / -9.038 eV.

```
! RIJCOSX wB97M-V def2-TZVPD def2/J DEFGRID3
* xyz 0 1
C -0.7235 0.2909 0.0830
N -0.6532 1.4349 -0.2550
O 1.6359 -1.0302 -0.5387
S 1.1630 -0.1750 0.5408
H -1.4222 -0.5206 0.1699
*
```

=====

[6]
Formula: C23H28ClIrN4O2Si
Source: OMol25
Level of theory: ωB97M-V/def2-TZVPD

As for the frontier orbital gap (alpha / beta): 5.98 / 7.33 eV. As for the expectation value of S²: 6.0348. The relative energy (zero: lowest compared OMol25 entry of this formula, charge and spin) is 185.4 kJ/mol. For the HOMO energy (alpha / beta), the calculation gives -5.435 / -7.727 eV.

```
! RIJCOSX wB97M-V def2-TZVPD def2/J DEFGRID3
* xyz 0 5
Ir -0.8632 -0.0633 0.7646
O 0.6688 -2.0858 -4.5408
C 1.6662 -2.7952 -3.8705
C 2.4341 -3.6494 -4.6514
C 3.4743 -4.3630 -4.0883
C 3.7484 -4.2057 -2.7365
C 2.9726 -3.3582 -1.9715
C 1.8966 -2.6208 -2.5000
C 1.1225 -1.7804 -1.5098
O -0.1734 -1.5026 -1.6935
N 1.7684 -1.4985 -0.4345
N 1.1051 -0.8952 0.5979
C 1.8932 -0.7054 1.6695
C 1.2655 -0.4465 2.8926
C 1.9571 -0.2472 4.1178
C 1.2493 -0.0489 5.2660
C -0.1596 -0.0469 5.2221
C -0.7704 -0.2256 4.0027
N -0.1060 -0.4121 2.8633
H 0.2562 -2.6781 -5.1816
H 2.2147 -3.7247 -5.7093
H 4.0705 -5.0278 -4.6978
H 4.5577 -4.7509 -2.2714
H 3.1718 -3.2474 -0.9172
H 2.9613 -0.8586 1.5823
H 3.0379 -0.2621 4.1138
H 1.7685 0.1039 6.2034
H -0.7548 0.0912 6.1118
H -1.8500 -0.2229 3.9155
C -1.3101 5.9543 4.0836
C -1.2182 4.6336 3.3847
C -2.2605 3.7165 3.4258
C -2.1233 2.5024 2.7753
N -1.0288 2.1618 2.1044
C -0.0270 3.0353 2.0552
C -0.0771 4.2715 2.6748
H -2.3269 6.1578 4.4135
H -0.9921 6.7658 3.4292
H -0.6637 5.9721 4.9621
H -3.1754 3.9426 3.9547
H -2.9212 1.7684 2.7843
H 0.8505 2.7223 1.5009
H 0.7680 4.9418 2.6000
Cl -3.6960 -0.7160 0.6242
C -2.5782 0.6313 -0.0304
H -3.0152 1.5495 0.3632
H -2.7259 0.5731 -1.1033
C 0.4897 0.3502 -3.5733
Si -0.8327 -0.9838 -3.2142
C -2.3456 0.1301 -3.5549
C -1.7431 -2.6482 -3.5281
H 0.3130 0.8074 -4.5484
H 1.5338 0.0543 -3.5220
H 0.3205 1.1190 -2.8151
H -2.3356 0.1197 -4.6505
H -2.2606 1.1694 -3.2568
H -3.3041 -0.2661 -3.2365
H -2.2610 -2.7003 -4.4879
H -2.5168 -2.6746 -2.7589
H -1.1203 -3.5329 -3.4051
*
```

=====

[7]
Formula: C5H8N
Source: OMol25
Level of theory: ωB97M-V/def2-TZVPD

As for the frontier orbital gap (alpha / beta): 8.20 / 8.20 eV. The relative energy (zero: lowest compared OMol25 entry of this formula, charge and spin) is 881.1 kJ/mol. For the HOMO energy (alpha / beta), the calculation gives -14.897 / -14.897 eV.

```
! RIJCOSX wB97M-V def2-TZVPD def2/J DEFGRID3
* xyz 1 1
C -1.3774 -0.0551 0.2991
C -2.6135 0.0756 0.1690
C -3.9891 0.0831 0.0564
C 1.2797 1.1240 0.0050
C 1.6325 -1.1662 0.1444
N 0.9673 -0.0239 0.7039
H -4.4260 1.0690 -0.2627
H -4.4203 -0.8465 -0.1638
H 1.3919 0.6743 -1.0371
H 0.6509 2.0390 0.1165
H 2.3239 1.2865 0.2270
H 2.1722 -0.8820 -0.7585
H 2.2892 -1.6907 0.8915
H 0.8514 -1.8912 -0.2185
*
```

=====

[8]
Formula: C6H5N2O5PbS
Source: OMol25
Level of theory: ωB97M-V/def2-TZVPD

As for the frontier orbital gap (alpha / beta): 5.64 / 5.64 eV. The relative energy (zero: lowest compared OMol25 entry of this formula, charge and spin) is 0.0 kJ/mol. For the HOMO energy (alpha / beta), the calculation gives -9.797 / -9.802 eV.

```
! RIJCOSX wB97M-V def2-TZVPD def2/J DEFGRID3
* xyz 1 1
O 1.0483 0.0339 -5.4865
C 0.5688 0.0178 -4.4456
Pb -0.0082 -0.0064 -2.0116
O 3.6262 0.0176 -2.6291
C 2.5575 0.0096 -2.2289
C -2.5955 -0.0324 -1.0211
O -2.5989 -0.0105 0.1647
C 0.1180 -2.4145 -1.2173
O 0.1577 -3.4681 -0.7845
C 0.0679 2.4151 -1.2650
O 0.0969 3.4737 -0.8408
H -3.5037 -0.0611 -1.6961
N -0.1781 -1.1354 3.1078
C 0.2276 0.0068 2.5029
N -0.1571 1.1372 3.1250
S 1.1215 0.0116 1.0463
H -0.4211 -1.1235 4.0956
H 0.1758 -2.0051 2.7368
H 0.1847 2.0151 2.7646
H -0.4881 1.1188 4.0828
*
```